# 1
This record from OMol25 describes a molecular structure, C25H34As2MnN4O9S. The level of theory is wB97M-V/def2-TZVPD.

Summary:
**Charge**: +1
**ΔE to the lowest compared entry with this formula, charge and spin**: 0.0 kcal/mol
**E**: -214687.0857 eV
**Frontier orbital gap (spin up / spin down)**: 6.167 / 6.091 eV

CARTESIAN COORDINATES (ANGSTROEM)
Mn -0.08313 0.45652 -0.01367
C -1.37541 -0.13376 3.99144
C -1.18836 -0.02104 2.50982
N -0.08609 0.28099 1.88174
N 1.06275 0.53320 2.59204
C 2.18773 0.89407 1.94298
N 3.26498 1.10896 2.71345
S 2.25069 1.03514 0.27121
C -2.30282 -0.20083 1.59930
C -3.58987 -0.54769 2.00974
C -4.58986 -0.67620 1.06953
C -4.28344 -0.46235 -0.27145
C -2.99004 -0.12482 -0.60945
N -2.00958 0.01673 0.29193
H -0.53375 0.23406 4.57376
H -1.54683 -1.17144 4.28528
H -2.24404 0.44668 4.30510
H 1.05761 0.42152 3.59301
H 3.19549 1.22268 3.71059
H 4.10144 1.43404 2.26120
H -3.79559 -0.71579 3.05772
H -5.59347 -0.94534 1.36919
H -5.03158 -0.56701 -1.04434
H -2.71289 0.03269 -1.64460
C 3.33685 5.24834 1.71356
O 2.42925 5.05353 0.61900
C 1.33367 4.35658 0.87909
O 1.11523 3.80578 1.93947
C 0.36491 4.26558 -0.24544
C 0.39109 5.07573 -1.30255
As -0.80945 5.10552 -2.94549
C -1.32772 6.98328 -2.88097
C -2.13919 4.25408 -1.79113
C -1.77954 2.98826 -1.50647
As -0.83766 2.74357 0.17671
C -1.99370 3.34226 1.61668
C -1.29027 2.10050 -2.58327
O -1.72999 2.05801 -3.69880
O -0.32979 1.21141 -2.16420
C 0.20227 0.38550 -3.22388
C -2.89489 5.07837 -0.79812
O -2.41205 5.99569 -0.19286
O -4.18528 4.76551 -0.62231
C -4.82386 3.75151 -1.41924
C 1.38803 6.19188 -1.46677
O 1.17005 7.29107 -1.04949
O 2.44815 5.95035 -2.25560
C 2.80015 4.59786 -2.57784
H 4.12921 5.87939 1.32612
H 3.73299 4.28934 2.04306
H 2.82576 5.73733 2.53962
H -0.54187 7.55710 -3.36932
H -1.46990 7.33507 -1.86485
H -2.24395 7.08198 -3.46351
H -2.17441 4.41200 1.60231
H -1.47891 3.07332 2.53734
H -2.93424 2.79469 1.54537
H 1.13768 -0.00740 -2.84728
H 0.36033 0.98620 -4.11509
H -0.49482 -0.41992 -3.44887
H -5.88846 3.89351 -1.26385
H -4.52805 2.75501 -1.08840
H -4.58906 3.86373 -2.47663
H 3.72390 4.66710 -3.14317
H 2.03467 4.12571 -3.19546
H 2.96540 4.01378 -1.67366
C -0.18577 -3.65964 0.25282
O -0.42978 -2.24699 0.31162
C 0.33936 -1.34538 -0.30802
C 1.48249 -1.95030 -1.07291
H -0.13568 -4.01269 -0.77590
H -1.03004 -4.12329 0.75409
H 0.73377 -3.91962 0.77648
H 2.04850 -2.66594 -0.47101
H 2.17189 -1.18335 -1.41043
H 1.10508 -2.49253 -1.94725

=====

# 2
This record from OMol25 describes 2 unconnected molecules or ions with the total composition C46H51N2O2Si2. The level of theory is wB97M-V/def2-TZVPD.

Summary:
**Charge**: +1
**E**: -71356.8746 eV
**Frontier orbital gap**: 5.159 eV

CARTESIAN COORDINATES (ANGSTROEM)
C -4.78568 -0.83835 -1.03700
Si -4.51368 -1.24523 -2.82905
C -6.02935 -1.89003 -3.66345
C -3.66948 0.07695 -3.80748
O -3.49178 -2.62791 -2.78992
C -2.26257 -2.67034 -2.25555
C -1.18571 -1.92077 -2.60341
C 0.14933 -2.29971 -2.16238
O -2.07709 -3.50032 -1.24010
Si -2.75604 -4.99922 -0.77814
C -2.42102 -4.96865 1.04080
C -4.56133 -5.09041 -1.17919
C -1.77583 -6.22711 -1.76063
H -5.42779 0.05287 -0.99817
H -5.29656 -1.66020 -0.51567
H -3.84809 -0.61729 -0.51129
H -6.76579 -1.07507 -3.73723
H -5.80179 -2.24449 -4.67932
H -6.48516 -2.72105 -3.10702
H -4.29366 0.98032 -3.74354
H -2.66471 0.32899 -3.44933
H -3.60393 -0.22877 -4.86125
H -1.34094 -1.11665 -3.31116
H 0.89379 -1.95424 -2.88553
H 0.41900 -1.83459 -1.20554
H 0.26860 -3.38648 -2.04872
H -2.66200 -5.94404 1.48539
H -1.36870 -4.74401 1.25871
H -3.02968 -4.20776 1.54689
H -4.89983 -6.09403 -0.87590
H -5.15607 -4.35025 -0.62997
H -4.75456 -4.97311 -2.25334
H -2.09798 -7.24513 -1.50797
H -1.92557 -6.07680 -2.83761
H -0.70211 -6.13923 -1.55547
C 3.04343 -4.89849 5.01468
C 1.68082 -5.21566 4.93563
C 0.72694 -4.19945 4.86523
C 1.14230 -2.86254 4.88400
N 0.14867 -1.83840 4.76383
C -0.13880 -1.08914 5.94431
C 0.74407 -0.12149 6.42426
C 0.41784 0.59036 7.58487
C -0.77979 0.32848 8.25247
C -1.65162 -0.66076 7.77636
C -1.33225 -1.37513 6.62335
C 0.07176 -1.20200 3.49452
C -0.93165 -1.60931 2.60490
C -0.96798 -1.09805 1.32290
C 0.00335 -0.14904 0.86596
C -0.14126 0.43751 -0.42636
C 0.45512 1.60671 -0.96818
C 0.26500 1.89529 -2.36238
C 0.91432 2.94805 -2.97016
C 1.73950 3.79918 -2.21321
N 2.42106 4.81841 -2.88500
C 2.80796 6.01038 -2.20058
C 4.01176 6.06617 -1.49403
C 4.31541 7.21258 -0.75216
C 3.43969 8.29993 -0.75055
C 2.27579 8.26644 -1.52762
C 1.95620 7.12254 -2.25840
C 3.09589 4.52066 -4.10699
C 2.57562 4.95643 -5.33354
C 3.27382 4.68969 -6.51741
C 4.50256 4.02204 -6.47813
C 5.02393 3.59853 -5.25258
C 4.31623 3.83149 -4.07023
C 1.86947 3.60066 -0.82789
C 1.21095 2.54915 -0.21336
C 1.08684 0.12299 1.75163
C 1.04679 -0.30009 3.07195
C 2.49699 -2.53991 4.97132
C 3.44913 -3.56324 5.03716
H 3.79400 -5.68840 5.05266
H 1.36382 -6.25555 4.91665
H -0.34446 -4.40795 4.78842
H 1.67715 0.05411 5.88610
H 1.11444 1.34716 7.94806
H -1.02911 0.89557 9.14862
H -2.58014 -0.87327 8.30107
H -1.98235 -2.15810 6.21993
H -1.67908 -2.31883 2.95826
H -1.76172 -1.40364 0.63871
H -0.87580 -0.04148 -1.07619
H -0.40395 1.25853 -2.94089
H 0.79113 3.15566 -4.03130
H 4.67889 5.20097 -1.52063
H 5.23795 7.23141 -0.17142
H 3.66520 9.17442 -0.14011
H 1.60516 9.12242 -1.55169
H 1.05124 7.05975 -2.87080
H 1.62147 5.49073 -5.34329
H 2.85429 5.00372 -7.47324
H 5.05386 3.82751 -7.39805
H 5.98106 3.07834 -5.19967
H 4.69620 3.50006 -3.09908
H 2.51879 4.25625 -0.24605
H 1.26027 2.43119 0.86517
H 1.95262 0.66974 1.39328
H 1.78796 0.05191 3.78638
H 2.78459 -1.48685 4.97300
H 4.50441 -3.29420 5.09406

=====

# 3
This record from OMol25 describes a molecular structure, C2H3NO2P2. The level of theory is wB97M-V/def2-TZVPD.

Summary:
**Charge**: 0
**ΔE to the lowest compared entry with this formula, charge and spin**: 0.0 kcal/mol
**E**: -26285.2744 eV
**Frontier orbital gap**: 8.587 eV

CARTESIAN COORDINATES (ANGSTROEM)
C -1.54130 0.07758 -0.01329
C -0.00173 0.01980 0.04580
N -2.24110 -1.02314 -0.11045
O -2.04370 1.30500 0.00072
O -4.84296 -1.60629 0.10256
P -3.75439 1.53887 0.05714
P -3.83435 -0.60578 -0.08749
H 0.18593 -0.50794 0.91273
H 0.43985 -0.57738 -0.76573
H 0.27457 1.06139 0.29032

=====

# 4
This record from OMol25 describes 18 unconnected molecules or ions with the total composition C2H41N2O17. The level of theory is wB97M-V/def2-TZVPD.

Summary:
**Expectation value of S²**: 0.7505
**Charge**: 0
**2S+1**: 2
**ΔE to the lowest compared entry with this formula, charge and spin**: 15.8 kcal/mol
**E**: -40526.8092 eV
**Frontier orbital gap (spin up / spin down)**: 2.591 / 10.302 eV

CARTESIAN COORDINATES (ANGSTROEM)
C 0.38154 -0.21986 -0.19936
N -0.13543 -0.54477 1.14918
C 0.56534 -1.31544 1.98974
N 0.04199 -1.67414 3.17692
H 1.00328 0.70369 -0.13770
H -0.44433 -0.06557 -0.92822
H 1.01598 -1.01566 -0.57707
H -1.11734 -0.37168 1.23334
H 1.63610 -1.69242 1.74861
H -0.87807 -1.37282 3.46342
H 0.59845 -2.17559 3.79696
H 2.39566 0.91749 3.33600
H 2.25760 0.77209 1.88298
O 1.76049 0.68014 2.69136
H -0.38353 -1.96943 -3.02564
H -0.91732 -2.53334 -1.76642
O -0.37287 -2.73789 -2.51527
H 2.36088 2.72567 -0.93878
H 2.25130 3.04469 -2.40144
O 2.81600 2.51155 -1.77018
H 2.32403 -2.46814 -1.32013
H 1.10535 -3.27346 -1.78771
O 1.85890 -3.30171 -1.13408
H 2.66153 0.95723 -2.05391
H 3.27715 -0.37568 -2.66065
O 2.57135 -0.06201 -2.03065
H 1.74602 3.85930 0.94470
H 0.57972 2.97790 0.67017
O 1.53763 3.07383 0.53896
H -1.63720 2.08618 0.19010
H -1.77909 3.56879 0.72352
O -1.11857 2.82399 0.60238
H 3.78722 1.29510 0.28999
H 3.11314 0.12459 -0.37291
O 3.31054 0.51290 0.50804
H -3.26022 -0.14957 3.42693
H -1.84660 0.47130 3.04144
O -2.46757 -0.29030 2.92309
H -1.40130 -0.02288 -2.91630
H -2.92088 -0.15941 -3.37190
O -2.33350 -0.27248 -2.63974
H -0.69447 -2.85232 0.15959
H 0.74079 -3.35038 0.15898
O -0.01564 -3.18137 0.76252
H 0.15435 1.40793 2.92140
H -0.82672 2.19167 2.19414
O -0.70029 1.70113 3.01844
H -0.16274 3.04290 -1.55757
H -0.23526 3.61861 -3.02234
O 0.24603 2.98356 -2.47413
H -2.59168 0.45785 -1.12772
H -3.08484 0.18295 0.34963
O -2.72562 0.87112 -0.24002
H -2.58374 -3.42790 1.90986
H -2.67669 -1.98015 2.26268
O -3.03336 -2.63992 1.72159
H -2.55651 -1.76081 -1.31483
H -2.55953 -2.22503 0.20206
O -1.97956 -1.88804 -0.56183
H 0.16805 1.32351 -3.05427
H 0.98255 0.07795 -2.87450
O 0.19155 0.40450 -3.21346

=====

- Among the records above, which one has the lowest E?
  C25H34As2MnN4O9S

=====

- Look up the charge of the first one.
  +1

=====

- Look up the charge of the second one.
  +1